Entry 1:
DFT (ωB97M-V with the def2-TZVPD basis set) results for a structure of composition C57H44F3KN2O4P2Sb at a distorted geometry.

Structure (XYZ):
```
114
C57H44F3KN2O4P2Sb ωB97M-V with the def2-TZVPD basis set
K -1.26483 -0.38333 -0.57411
O -4.40014 1.06681 -2.57470
C -3.86139 0.40600 -1.68767
O -3.28102 0.82059 -0.63660
C -3.82248 -1.13468 -1.91851
C -4.56728 -1.73483 -2.92774
C -4.39836 -3.09355 -3.14559
C -3.46877 -3.81029 -2.40306
C -2.73103 -3.13187 -1.44561
N -2.95830 -1.84112 -1.19183
C -1.54212 -3.77008 -0.70468
O -1.60495 -4.97504 -0.44851
O -0.58886 -2.95936 -0.49422
H -5.23536 -1.12710 -3.52105
H -4.97284 -3.59316 -3.91782
H -3.28165 -4.86314 -2.56380
C 3.14229 -0.21807 -0.69049
N 3.25233 -1.65264 -0.86026
C 2.33849 -2.39653 -1.72761
P 0.83707 -1.50389 -2.35104
C 0.20976 -2.77515 -3.52330
C -0.40738 -2.35169 -4.70016
C -1.01935 -3.26039 -5.54943
C -1.02464 -4.61289 -5.23692
C -0.42441 -5.04237 -4.06253
C 0.18248 -4.13236 -3.20787
C 1.57615 -0.30216 -3.54219
C 2.67977 -0.52900 -4.36399
C 3.16060 0.47155 -5.19314
C 2.53953 1.71655 -5.21804
C 1.43808 1.95928 -4.41347
C 0.96809 0.95254 -3.57657
C 4.36304 -2.33955 -0.37944
C 4.47848 -3.73127 -0.56179
C 5.56830 -4.43250 -0.07155
C 6.59329 -3.79780 0.60997
C 6.49587 -2.42616 0.78822
C 5.41518 -1.70602 0.30942
P 1.59418 0.31011 0.23076
C 2.14549 1.87787 0.99517
C 1.80018 2.19720 2.30557
C 2.02059 3.47193 2.80866
C 2.61261 4.44217 2.01302
C 2.98143 4.13084 0.71041
C 2.74012 2.86241 0.20190
C 1.57278 -0.85262 1.64359
C 0.38318 -1.50254 1.97064
C 0.33774 -2.40802 3.02423
C 1.48278 -2.66954 3.75695
C 2.67666 -2.02555 3.44569
C 2.71593 -1.12411 2.39731
H 3.14552 0.29420 -1.65748
H 3.99768 0.16053 -0.14371
H 1.90810 -3.22859 -1.16439
H 2.88555 -2.82159 -2.57849
H -0.42108 -1.29905 -4.95900
H -1.50083 -2.90288 -6.45113
H -1.50941 -5.32335 -5.89465
H -0.44874 -6.08888 -3.78628
H 0.57758 -4.48570 -2.26489
H 3.16731 -1.49737 -4.35728
H 4.01960 0.28337 -5.82525
H 2.91765 2.49468 -5.86954
H 0.94612 2.92333 -4.43251
H 0.11111 1.13107 -2.93567
H 3.70626 -4.27980 -1.07412
H 5.60292 -5.50379 -0.22990
H 7.44006 -4.35245 0.99021
H 7.27960 -1.89143 1.31208
H 5.41192 -0.64075 0.48164
H 1.34144 1.45143 2.94073
H 1.71482 3.70180 3.82249
H 2.77974 5.43786 2.40369
H 3.44293 4.88276 0.08218
H 2.99735 2.64921 -0.83083
H -0.52021 -1.30970 1.40926
H -0.58747 -2.92210 3.24845
H 1.45278 -3.38540 4.56913
H 3.57579 -2.23338 4.01161
H 3.64812 -0.62422 2.16135
F -0.31067 3.40663 7.49767
C -0.71611 3.06441 6.25004
C -0.54567 1.76354 5.82692
C -0.96343 1.43797 4.54088
C -1.54073 2.38012 3.68860
C -1.69064 3.67934 4.16930
C -1.28099 4.03528 5.44877
Sb -2.09369 1.69863 1.70455
C -2.02454 3.62432 0.79778
C -0.90127 3.80710 -0.01058
C -0.64080 5.01703 -0.64063
C -1.53181 6.04944 -0.45086
F -1.29498 7.23796 -1.05729
C -2.65434 5.92274 0.33987
C -2.88796 4.70494 0.96561
C -4.11718 1.28580 2.22835
C -5.23400 2.08005 1.98700
C -6.50546 1.67474 2.37100
C -6.64353 0.45646 3.00098
F -7.88189 0.05503 3.37895
C -5.57222 -0.37252 3.24788
C -4.31155 0.05406 2.85014
H -0.09335 1.03289 6.48391
H -0.81422 0.41623 4.20040
H -2.11895 4.44992 3.53779
H -1.39065 5.04391 5.82476
H -0.19781 2.99463 -0.16305
H 0.23284 5.15828 -1.26261
H -3.32348 6.76405 0.45912
H -3.75912 4.62627 1.60092
H -5.14364 3.01602 1.45588
H -7.37933 2.28116 2.17515
H -5.72716 -1.33103 3.72389
H -3.47116 -0.61068 3.02494
```

Values from the calculation:
- HOMO level (eV) = -5.7
- molar mass (g mol⁻¹) = 1100.79
- F_max (eV/Å) = 1.69
- LUMO energy (eV) = 2.1
- total charge = -1


Entry 2:
DFT (ωB97M-V with the def2-TZVPD basis set) results for a structure of composition C57H44N4O4P2SiW at a distorted geometry.

Structure (XYZ):
```
113
C57H44N4O4P2SiW ωB97M-V with the def2-TZVPD basis set
W -0.15072 -0.65158 0.25893
C 1.67027 -1.42202 3.73603
Si 1.60520 -0.58787 2.06645
C 3.26539 -1.07305 1.28230
C 4.33519 -1.67019 1.95995
C 5.55098 -1.87830 1.32711
C 5.73195 -1.48046 0.00383
C 4.68758 -0.89066 -0.68569
C 3.45991 -0.71315 -0.04868
P 2.05817 0.13225 -0.84032
C 2.16812 -0.45035 -2.58348
C 1.91932 0.35277 -3.69396
C 1.97211 -0.16622 -4.98167
C 2.27872 -1.50263 -5.18146
C 2.54427 -2.31061 -4.08420
C 2.48915 -1.79214 -2.79990
C 2.64888 1.88453 -0.83876
C 3.66538 2.23400 0.05251
C 4.11654 3.54224 0.14867
C 3.56899 4.53497 -0.64706
C 2.56324 4.20619 -1.54204
C 2.10892 2.89934 -1.63003
C 1.73955 1.26454 2.41425
C 2.87064 1.70150 3.12236
C 3.11032 3.04344 3.34924
C 2.20840 3.97983 2.85175
C 1.07281 3.55915 2.18039
C 0.80159 2.19948 1.95565
P -0.88494 1.57439 1.23023
C -2.77096 1.32055 0.44304
C -3.48583 0.16913 0.75230
C -4.82230 0.01115 0.38378
C -5.47350 1.00573 -0.32532
C -4.78234 2.17022 -0.64772
C -3.46084 2.31931 -0.25684
C -1.82276 2.58463 2.48309
C -2.31831 2.07410 3.68101
C -3.09379 2.86106 4.52323
C -3.38857 4.17298 4.18641
C -2.89247 4.69368 3.00033
C -2.11651 3.91024 2.16002
H 2.58524 -1.11392 4.25240
H 1.66494 -2.51137 3.64910
H 0.82424 -1.12711 4.35586
H 4.21506 -1.97778 2.99255
H 6.36548 -2.34924 1.86417
H 6.68577 -1.63237 -0.48566
H 4.82529 -0.57705 -1.71427
H 1.69077 1.39994 -3.58480
H 1.78483 0.48394 -5.82831
H 2.32419 -1.90896 -6.18425
H 2.80096 -3.35331 -4.22669
H 2.69700 -2.43833 -1.96071
H 4.11781 1.48548 0.68505
H 4.89801 3.77916 0.85923
H 3.91993 5.55634 -0.56838
H 2.12124 4.96817 -2.17293
H 1.30981 2.70000 -2.32207
H 3.59221 0.97067 3.48065
H 3.99248 3.36107 3.89349
H 2.38216 5.03915 3.00335
H 0.38623 4.31924 1.83648
H -3.01748 -0.63901 1.30408
H -5.33916 -0.90296 0.64358
H -6.50817 0.87957 -0.62059
H -5.28053 2.97087 -1.18378
H -2.97493 3.26698 -0.46913
H -2.12046 1.05464 3.97710
H -3.47119 2.43884 5.44626
H -3.99617 4.78431 4.84152
H -3.11224 5.71733 2.72243
H -1.75543 4.33652 1.23180
N -2.59523 -5.36380 5.72514
C -2.17864 -4.64696 4.92805
C -1.65350 -3.74652 3.92746
C -1.95339 -2.39244 3.97160
C -1.43030 -1.54255 3.00863
C -0.63147 -1.98861 1.95131
C -0.33668 -3.36341 1.95062
C -0.82733 -4.22584 2.91105
H -2.58738 -2.00739 4.76101
H -1.65217 -0.49114 3.08845
H 0.30264 -3.77702 1.18114
H -0.57912 -5.27928 2.87875
C -1.95888 0.40103 -5.02636
N -1.54880 1.01807 -3.76439
C -1.59588 2.34970 -3.57457
C -1.24421 2.90639 -2.40194
C -0.86734 2.02170 -1.36016
O -0.59274 2.55130 -0.20073
N -0.75303 0.70846 -1.53303
C -1.08916 0.14219 -2.76725
O -1.00289 -1.03647 -3.01476
H -2.12862 1.19042 -5.75449
H -2.87056 -0.17534 -4.88099
H -1.17634 -0.26992 -5.37002
H -1.94359 2.93843 -4.41392
H -1.29880 3.96742 -2.22286
O 0.55957 -2.51735 -0.84429
C -0.60690 -2.90980 -1.10150
N -1.63047 -2.27526 -0.54363
C -2.80276 -2.97941 -0.84670
O -3.90531 -2.79156 -0.40927
C -2.40810 -4.09842 -1.79658
C -3.16873 -5.03729 -2.45404
C -2.49642 -5.93813 -3.28260
C -1.11305 -5.88943 -3.42892
C -0.35354 -4.93804 -2.74851
C -1.03521 -4.05592 -1.94063
H -4.24365 -5.06720 -2.33053
H -3.05854 -6.68988 -3.82244
H -0.62213 -6.60348 -4.07779
H 0.72295 -4.89026 -2.85360
```

Values from the calculation:
- HOMO level (spin up / spin down) (eV) = -7.4 / -7.5
- spin multiplicity = 3
- molar mass (g mol⁻¹) = 1122.88
- F_max (eV/Å) = 1.18
- LUMO energy (spin up / spin down) (eV) = -0.2 / -0.5


Entry 3:
DFT (ωB97M-V with the def2-TZVPD basis set) results for a cluster of 4 separate species, C57H44N4O7S in total at a distorted geometry.

Structure (XYZ):
```
113
C57H44N4O7S ωB97M-V with the def2-TZVPD basis set
C 7.57653 2.83056 4.37783
C 7.06774 1.50776 3.84541
C 5.43550 1.39997 3.59363
C 4.92085 -0.19121 3.59389
N 4.37095 -1.37638 3.55626
C 4.92958 2.03381 2.16887
C 6.08548 1.72935 0.99922
N 6.94524 1.22227 0.14273
C 4.65255 3.64965 2.18431
C 3.17554 4.09711 2.73726
C 2.89648 3.77194 4.31983
C 1.59796 4.55478 4.96358
C 0.15574 4.00455 4.34488
C -0.39911 2.65607 5.10539
C -0.11593 1.25025 4.30890
S -1.82426 0.59183 3.76856
C -2.22721 1.70951 2.27192
N -1.96665 1.35249 0.82517
N -2.40297 2.51857 0.17385
C -2.92136 3.59374 1.14938
O -2.81039 3.03712 2.53035
H 8.50242 2.83059 5.12117
H 7.10831 3.86861 4.10727
H 7.83889 0.64157 3.68927
H 4.93191 1.87793 4.55058
H 3.93911 1.47602 1.84606
H 4.70493 4.00615 1.04652
H 5.45055 4.28753 2.75490
H 2.29613 3.66028 2.05842
H 3.12511 5.28434 2.62818
H 2.72189 2.61425 4.50646
H 3.82923 4.06168 5.00305
H 1.59959 4.44188 6.13579
H 1.74952 5.71244 4.73517
H 0.32386 3.86985 3.18216
H -0.63341 4.87427 4.51959
H -1.57414 2.80837 5.22318
H 0.07976 2.57995 6.17658
H 0.42874 1.52413 3.28281
H 0.50766 0.45782 4.90357
H -3.31321 4.66461 0.88354
O 0.21859 -7.23823 3.60392
C 1.39406 -7.17128 3.94157
C 1.94555 -8.12525 4.92538
C 1.12198 -9.12535 5.45851
C 1.64593 -10.05488 6.35803
C 2.98959 -9.99023 6.72600
C 3.80740 -8.98390 6.20952
C 3.28278 -8.04577 5.31221
C 4.15077 -6.97411 4.78489
O 5.31083 -6.87143 5.16687
C 3.60529 -6.03292 3.78691
C 4.43079 -5.03451 3.25300
C 3.93369 -4.16148 2.28420
C 2.61516 -4.28245 1.84634
C 1.78653 -5.26765 2.38771
C 2.28126 -6.14178 3.36443
H 0.07359 -9.18536 5.17160
H 1.00627 -10.83359 6.76762
H 3.40103 -10.72239 7.41727
H 4.85413 -8.93651 6.50532
H 5.46266 -4.93716 3.58639
H 4.57726 -3.38951 1.86793
H 2.23049 -3.60811 1.08426
H 0.75735 -5.35330 2.04265
O -2.71716 -4.03784 -4.33506
C -2.25037 -2.90886 -4.24719
C -1.38097 -2.37337 -5.31465
C -1.10706 -3.15608 -6.44383
C -0.31932 -2.64209 -7.47484
C 0.19469 -1.34890 -7.38302
C -0.06248 -0.57400 -6.25091
C -0.84672 -1.08957 -5.21187
C -1.09864 -0.26936 -4.01031
O -0.58421 0.83719 -3.89585
C -1.98338 -0.79648 -2.95261
C -2.25812 -0.01166 -1.82483
C -3.12012 -0.48778 -0.83583
C -3.70914 -1.74478 -0.96949
C -3.42528 -2.53452 -2.08575
C -2.55594 -2.06140 -3.07735
H -1.50947 -4.16431 -6.52491
H -0.11130 -3.24943 -8.35301
H 0.79811 -0.94370 -8.19227
H 0.34643 0.43283 -6.18385
H -1.80581 0.97270 -1.71602
H -3.33537 0.12463 0.03712
H -4.38855 -2.11195 -0.20328
H -3.88685 -3.51610 -2.18091
O -3.44942 2.13272 -6.62274
C -4.25196 2.99531 -6.28794
C -4.26110 3.51233 -4.90422
C -3.33090 3.02633 -3.97619
C -3.30715 3.53862 -2.67823
C -4.20792 4.53542 -2.30406
C -5.14700 5.00839 -3.22204
C -5.17772 4.49138 -4.52290
C -6.18614 4.98491 -5.48177
O -7.02642 5.80519 -5.13067
C -6.16449 4.48288 -6.86988
C -7.09409 4.97145 -7.79750
C -7.05981 4.52790 -9.12035
C -6.10000 3.59851 -9.52017
C -5.18178 3.09950 -8.59378
C -5.21747 3.53879 -7.26390
H -2.62111 2.25231 -4.26275
H -2.58129 3.16344 -1.96012
H -4.18105 4.94368 -1.29619
H -5.85051 5.78301 -2.92131
H -7.84318 5.70085 -7.49380
H -7.77981 4.91135 -9.84006
H -6.06716 3.25996 -10.55350
H -4.43763 2.37170 -8.91339
```

Values from the calculation:
- HOMO level (eV) = -9.4
- SMILES = C=C[C@H](C#N)[C@H](C#N)CCCCCCCSc1nnco1.O=C1c2ccccc2C(=O)c2ccccc21.O=C1c2ccccc2C(=O)c2ccccc21.O=C1c2ccccc2C(=O)c2ccccc21
- molar mass (g mol⁻¹) = 929.07
- F_max (eV/Å) = 12.50
- LUMO energy (eV) = -0.9


Entry 4:
DFT (ωB97M-V with the def2-TZVPD basis set) results for a structure of composition C57H46As2F2N9NiO at a distorted geometry.

Structure (XYZ):
```
118
C57H46As2F2N9NiO ωB97M-V with the def2-TZVPD basis set
Ni 1.52061 0.71055 -1.11214
F 6.12498 -1.05791 0.92927
C 5.45896 -0.09075 0.28263
C 4.08805 -0.20513 0.14618
C 3.38621 0.78888 -0.50850
C 4.06196 1.91151 -1.00831
C 5.44626 1.96507 -0.85979
F 6.14046 3.01713 -1.33109
C 6.16845 0.97885 -0.22440
C 3.21808 2.96709 -1.57021
C 3.64975 4.14413 -2.17830
C 2.71756 5.07604 -2.59722
C 1.36768 4.82970 -2.39438
C 1.01303 3.63462 -1.80548
N 1.90210 2.72164 -1.41427
H 3.60028 -1.07361 0.56712
H 7.24136 1.05065 -0.12066
H 4.70109 4.33023 -2.31704
H 3.04177 5.99382 -3.06941
H 0.60648 5.54111 -2.68010
H -0.03060 3.41242 -1.62278
C 2.19228 -4.87337 -1.09324
N 2.28345 -3.44491 -1.34264
C 1.67350 -2.46078 -0.68549
N 1.87044 -1.32169 -1.32584
C 2.63441 -1.68316 -2.39815
N 2.89230 -2.96242 -2.44508
C 1.00429 -5.50623 -1.79096
C 1.10164 -6.79209 -2.30760
C 0.01224 -7.38309 -2.93357
C -1.18256 -6.69606 -3.06205
C -1.28080 -5.40661 -2.54953
C -0.19335 -4.82096 -1.91205
C -2.52316 -4.65254 -2.66706
N -3.72465 -5.08515 -2.84369
N -4.54645 -3.97596 -2.85089
C -3.78519 -2.95129 -2.67579
O -2.48136 -3.30069 -2.55154
C -4.14872 -1.53983 -2.61426
C -5.45447 -1.16841 -2.31775
C -5.77479 0.17729 -2.23481
C -4.80751 1.14329 -2.45847
C -3.50767 0.77583 -2.79246
C -2.50456 1.87221 -3.08679
N -1.16384 1.39176 -3.36894
C -0.20334 1.00119 -2.52896
N 0.87508 0.62568 -3.19626
C 0.49990 0.80257 -4.49016
N -0.72470 1.25842 -4.63119
C -3.17868 -0.56711 -2.86202
H 2.12214 -5.01369 -0.01360
H 3.11764 -5.32445 -1.44257
H 1.13827 -2.60133 0.23896
H 3.00329 -0.98446 -3.12741
H 2.03413 -7.33693 -2.21981
H 0.10299 -8.38330 -3.33497
H -2.03535 -7.13572 -3.56103
H -0.30484 -3.82280 -1.50951
H -6.19836 -1.93508 -2.14751
H -6.78345 0.47720 -1.98421
H -5.06477 2.19350 -2.37895
H -2.45624 2.56914 -2.24652
H -2.81464 2.42709 -3.97052
H -0.26719 1.03303 -1.42291
H 1.13562 0.58666 -5.33225
H -2.17594 -0.88545 -3.11927
C 0.20126 1.12694 3.72601
C 0.15914 2.48571 3.02831
As -0.42983 2.44709 1.14803
C -0.63005 4.37208 0.88668
C 0.44358 5.21025 1.18126
C 0.33462 6.58239 1.00890
C -0.84333 7.13011 0.51939
C -1.90609 6.29941 0.19335
C -1.79977 4.92674 0.37513
C -2.31075 1.98745 1.43429
C -2.93515 1.06664 0.60259
C -4.24829 0.67328 0.82817
C -4.95730 1.21283 1.88894
C -4.35633 2.16189 2.70782
C -3.04396 2.54480 2.48215
As 1.36814 -0.18225 2.79156
C 2.36441 -0.91666 4.29524
C 1.83107 -1.10378 5.56911
C 2.61572 -1.62267 6.58828
C 3.94402 -1.94981 6.34833
C 4.48848 -1.75155 5.08835
C 3.70100 -1.23531 4.06833
C -0.00477 -1.56655 2.53287
C -0.81004 -1.43283 1.40556
C -1.83172 -2.33164 1.13326
C -2.04705 -3.40268 1.98819
C -1.24077 -3.56052 3.10770
C -0.22960 -2.64800 3.38233
H -0.79630 0.69472 3.80990
H 0.58900 1.27267 4.73519
H 1.15626 2.93201 3.00833
H -0.48968 3.16967 3.57627
H 1.37549 4.79159 1.54589
H 1.16975 7.22426 1.25809
H -0.93238 8.20110 0.39403
H -2.82361 6.72195 -0.19588
H -2.64259 4.28773 0.13541
H -2.39906 0.64018 -0.23997
H -4.70793 -0.05757 0.17419
H -5.97516 0.89743 2.07729
H -4.91209 2.60609 3.52354
H -2.59371 3.29412 3.12189
H 0.79997 -0.83935 5.77476
H 2.19090 -1.76998 7.57292
H 4.55521 -2.34952 7.14675
H 5.52647 -1.99236 4.89897
H 4.13069 -1.07004 3.08607
H -0.59540 -0.62309 0.71369
H -2.45021 -2.20851 0.25129
H -2.83108 -4.11816 1.77588
H -1.39853 -4.40201 3.77024
H 0.39573 -2.79166 4.25336
```

Values from the calculation:
- HOMO level (spin up / spin down) (eV) = -10.5 / -10.5
- molar mass (g mol⁻¹) = 1119.59
- F_max (eV/Å) = 3.81
- LUMO energy (spin up / spin down) (eV) = -2.6 / -2.6
- total charge = +1


Question: Which formula does entry 3 have?
Answer: C57H44N4O7S


Question: F_max of number 4 (C57H46As2F2N9NiO)?
Answer: 3.81 eV/Å


Question: What is the molar mass in the fourth record?
Answer: 1119.59 g mol⁻¹